(one)
18
Properties=species:S:1:pos:R:3 method="wB97M-V/def2-TZVPD" gap_ev=9.25 charge=0 lumo_ev=0.9 smiles="C/C=C/C=C/N.O" homo_ev=-8.36
N -2.09 -1.98 -3.13
C -1.68 -1.38 -1.86
C -0.44 -1.54 -1.35
C -0.23 -0.67 -0.16
C 0.96 -0.41 0.43
C 1.01 0.70 1.45
H -1.72 -1.39 -3.87
H -1.76 -2.93 -3.09
H -2.49 -0.93 -1.29
H 0.15 -2.46 -1.28
H -1.16 -0.66 0.41
H 1.78 -1.13 0.52
H 1.20 0.36 2.47
H 1.58 1.57 1.14
H 0.00 1.14 1.53
H 1.78 4.23 3.41
H 1.71 3.33 2.14
O 1.40 4.16 2.53

***

(two)
18
Properties=species:S:1:pos:R:3 method="wB97M-V/def2-TZVPD" gap_ev=10.24 charge=0 lumo_ev=0.3 smiles="C/C=N/C=O.[H][H].C=C" homo_ev=-9.94
C -2.05 -0.47 -0.76
C -1.43 0.68 -0.96
C 1.01 0.63 0.36
C 0.46 1.32 1.56
N 1.41 -0.58 0.44
C 1.98 -1.13 -0.73
O 2.63 -0.51 -1.54
H -1.99 -1.29 -1.47
H -0.81 -2.00 0.24
H -2.65 -0.65 0.14
H -0.83 0.86 -1.85
H -1.52 1.51 -0.26
H 1.12 1.18 -0.58
H -0.01 2.28 1.32
H -0.27 0.69 2.08
H 1.29 1.51 2.25
H -0.16 -1.80 0.56
H 1.82 -2.22 -0.81

***

(three)
18
Properties=species:S:1:pos:R:3 method="wB97M-V/def2-TZVPD" gap_ev=9.00 charge=0 lumo_ev=0.9 smiles="C=C/C=C(/C)N.O" homo_ev=-8.14
N 0.08 0.11 2.06
C 0.09 -0.60 0.87
C -0.55 -0.23 -0.25
C -1.30 1.02 -0.38
C -2.08 1.32 -1.40
C 0.94 -1.84 0.88
H -0.24 -0.32 2.91
H -0.03 1.10 2.16
H -0.32 -0.71 -1.20
H -1.34 1.65 0.50
H -2.66 2.23 -1.29
H -2.15 0.61 -2.21
H 0.54 -2.59 1.56
H 1.94 -1.57 1.22
H 1.01 -2.25 -0.11
H 1.65 0.90 -1.11
H 2.19 0.16 -2.32
O 2.24 1.01 -1.87

***

(four)
18
Properties=species:S:1:pos:R:3 method="wB97M-V/def2-TZVPD" gap_ev=10.62 charge=0 lumo_ev=1.1 smiles=CCN1C[C@H]1CO homo_ev=-9.50
C -0.07 0.92 2.05
C 0.16 -0.48 1.49
N -0.34 -0.55 0.13
C 0.35 -1.52 -0.71
C 0.54 -0.06 -0.92
C -0.20 0.76 -1.97
O -1.52 0.30 -2.15
H 0.30 1.00 3.08
H -1.14 1.18 2.08
H 0.42 1.69 1.45
H 1.21 -0.81 1.51
H -0.40 -1.21 2.08
H 1.18 -2.02 -0.20
H -0.27 -2.12 -1.36
H 1.52 0.33 -0.64
H -0.19 1.82 -1.65
H 0.30 0.71 -2.94
H -1.82 0.06 -1.26

***

Which of them is the most stable? Correct choice: (three).

***

(one)
91
Properties=species:S:1:pos:R:3 method="wB97M-V/def2-TZVPD" gap_ev=9.74 charge=0 lumo_ev=-0.4 smiles="C[C@H]1COC(=O)O1.C[C@H]1COC(=O)O1.C[C@H]1COC(=O)O1.C[C@H]1COC(=O)O1.C[C@H]1COC(=O)O1.C[C@H]1COC(=O)O1.C[C@H]1COC(=O)O1" homo_ev=-10.12
C -1.14 1.34 6.83
C -2.36 1.25 5.98
C -3.43 2.30 6.29
O -3.95 2.63 5.00
C -3.02 2.32 4.07
O -3.06 2.68 2.94
O -2.07 1.52 4.59
H -1.38 1.28 7.90
H -0.65 2.31 6.70
H -0.39 0.57 6.65
H -2.80 0.25 5.99
H -3.03 3.20 6.75
H -4.19 1.90 6.95
C 3.51 1.91 -3.23
C 4.44 2.38 -2.14
C 4.26 1.59 -0.84
O 5.58 1.47 -0.35
C 6.45 1.63 -1.38
O 7.60 1.37 -1.33
O 5.81 2.14 -2.46
H 3.48 2.50 -4.14
H 2.49 1.94 -2.82
H 3.73 0.88 -3.51
H 4.24 3.44 -1.98
H 3.80 0.61 -1.01
H 3.66 2.14 -0.13
C 0.81 0.22 2.42
C -0.13 0.03 1.27
C -1.04 1.25 0.95
O -0.85 1.48 -0.44
C 0.09 0.63 -0.93
O 0.48 0.65 -2.05
O 0.61 -0.14 0.04
H 1.26 -0.72 2.75
H 0.26 0.63 3.28
H 1.60 0.93 2.18
H -0.71 -0.89 1.40
H -0.60 2.04 1.56
H -2.08 1.08 1.15
C 4.66 -1.43 2.31
C 3.80 -2.62 1.98
C 2.99 -2.53 0.67
O 3.25 -3.75 0.00
C 4.14 -4.49 0.71
O 4.47 -5.60 0.45
O 4.63 -3.76 1.75
H 5.38 -1.69 3.08
H 4.04 -0.60 2.67
H 5.20 -1.06 1.43
H 3.12 -2.84 2.81
H 3.31 -1.69 0.06
H 1.92 -2.47 0.87
C 0.25 -2.49 -3.12
C 0.28 -2.01 -4.56
C 1.10 -0.74 -4.83
O 2.08 -1.15 -5.79
C 1.91 -2.44 -6.11
O 2.53 -3.02 -6.94
O 0.95 -3.01 -5.34
H -0.21 -3.48 -3.10
H -0.37 -1.85 -2.49
H 1.25 -2.57 -2.70
H -0.75 -1.90 -4.91
H 1.59 -0.30 -3.97
H 0.48 0.03 -5.29
C -4.40 0.38 -3.72
C -3.69 1.70 -3.92
C -3.19 2.42 -2.68
O -1.97 3.02 -3.12
C -1.49 2.30 -4.17
O -0.40 2.39 -4.61
O -2.44 1.45 -4.63
H -3.77 -0.34 -3.19
H -4.73 0.02 -4.68
H -5.25 0.55 -3.05
H -4.28 2.34 -4.58
H -3.03 1.79 -1.80
H -3.89 3.23 -2.44
C -3.04 -1.68 3.19
C -3.83 -1.72 1.91
C -4.39 -0.36 1.45
O -4.03 -0.29 0.07
C -3.20 -1.32 -0.26
O -2.74 -1.50 -1.33
O -2.98 -2.12 0.81
H -2.22 -0.96 3.16
H -2.66 -2.68 3.43
H -3.68 -1.40 4.03
H -4.59 -2.50 1.98
H -3.93 0.41 2.06
H -5.47 -0.38 1.54

***

(two)
91
Properties=species:S:1:pos:R:3 method="wB97M-V/def2-TZVPD" gap_ev=10.04 charge=0 lumo_ev=-0.3 smiles="C[C@H]1COC(=O)O1.C[C@H]1COC(=O)O1.C[C@H]1COC(=O)O1.C[C@H]1COC(=O)O1.C[C@H]1COC(=O)O1.C[C@H]1COC(=O)O1.C[C@H]1COC(=O)O1" homo_ev=-10.29
C 7.53 -11.48 -3.09
C 6.38 -12.40 -2.73
C 5.05 -12.00 -3.39
O 4.62 -13.16 -4.09
C 5.56 -14.12 -4.00
O 5.39 -15.24 -4.39
O 6.64 -13.66 -3.37
H 8.27 -11.97 -3.71
H 8.17 -11.25 -2.21
H 7.26 -10.49 -3.44
H 6.23 -12.59 -1.67
H 5.10 -11.18 -4.10
H 4.36 -11.70 -2.59
C 7.31 -19.11 2.84
C 6.99 -20.10 1.75
C 5.62 -20.02 1.04
O 5.93 -20.29 -0.32
C 7.23 -20.02 -0.56
O 7.78 -19.95 -1.61
O 7.81 -19.72 0.62
H 6.83 -19.50 3.75
H 6.90 -18.12 2.65
H 8.37 -19.06 3.05
H 7.28 -21.13 1.98
H 5.10 -19.07 1.14
H 4.93 -20.78 1.42
C 6.69 -16.31 -1.26
C 7.48 -15.85 -0.04
C 8.77 -16.68 0.21
O 9.81 -15.71 0.01
C 9.30 -14.49 -0.21
O 9.94 -13.48 -0.31
O 7.98 -14.55 -0.32
H 7.36 -16.27 -2.11
H 5.87 -15.63 -1.48
H 6.26 -17.31 -1.14
H 6.90 -15.80 0.88
H 8.88 -17.45 -0.56
H 8.71 -17.03 1.23
C 10.41 -15.80 -3.72
C 10.47 -14.38 -4.25
C 11.40 -14.21 -5.45
O 10.59 -13.52 -6.40
C 9.32 -13.49 -6.01
O 8.42 -13.00 -6.62
O 9.16 -14.10 -4.82
H 11.34 -16.05 -3.21
H 10.29 -16.49 -4.56
H 9.54 -15.92 -3.07
H 10.58 -13.60 -3.50
H 11.69 -15.19 -5.83
H 12.27 -13.64 -5.13
C 10.70 -17.25 3.76
C 12.12 -16.88 3.38
C 12.74 -15.81 4.28
O 14.02 -16.31 4.61
C 14.13 -17.61 4.24
O 15.02 -18.34 4.49
O 13.00 -18.00 3.60
H 10.63 -17.63 4.78
H 10.27 -18.03 3.14
H 10.14 -16.32 3.64
H 12.21 -16.65 2.32
H 12.16 -15.71 5.20
H 12.83 -14.85 3.78
C 7.04 -12.43 2.15
C 5.58 -12.79 2.30
C 4.65 -11.73 1.70
O 4.40 -12.23 0.40
C 4.57 -13.54 0.39
O 4.14 -14.32 -0.40
O 5.31 -13.95 1.48
H 7.40 -11.61 2.78
H 7.24 -12.10 1.13
H 7.63 -13.31 2.42
H 5.22 -13.07 3.29
H 5.14 -10.75 1.68
H 3.75 -11.49 2.28
C 12.74 -8.86 -0.11
C 12.34 -10.29 -0.48
C 10.93 -10.37 -1.10
O 11.17 -11.12 -2.28
C 12.46 -11.32 -2.49
O 12.89 -11.89 -3.44
O 13.21 -10.77 -1.52
H 12.90 -8.29 -1.02
H 13.66 -8.86 0.47
H 11.97 -8.41 0.51
H 12.42 -10.88 0.43
H 10.47 -9.39 -1.21
H 10.30 -10.99 -0.46

***

Which of them is the most stable? Correct choice: (one).

***

(one)
91
Properties=species:S:1:pos:R:3 method="wB97M-V/def2-TZVPD" gap_ev=10.53 charge=0 lumo_ev=-0.1 smiles="C[C@H]1COC(=O)O1.C[C@H]1COC(=O)O1.C[C@H]1COC(=O)O1.C[C@H]1COC(=O)O1.C[C@H]1COC(=O)O1.C[C@H]1COC(=O)O1.C[C@H]1COC(=O)O1" homo_ev=-10.62
C -4.94 2.32 -3.96
C -3.71 3.04 -4.48
C -2.85 2.30 -5.51
O -2.68 3.22 -6.60
C -3.43 4.29 -6.36
O -3.44 5.26 -7.05
O -4.19 4.17 -5.26
H -5.56 1.97 -4.79
H -5.57 3.00 -3.38
H -4.70 1.50 -3.28
H -3.08 3.49 -3.71
H -3.27 1.37 -5.89
H -1.92 2.03 -5.02
C 2.80 -1.94 3.80
C 3.99 -2.61 3.14
C 5.19 -2.83 4.08
O 5.53 -4.20 3.92
C 4.65 -4.79 3.08
O 4.70 -5.93 2.73
O 3.73 -3.93 2.68
H 1.90 -2.10 3.21
H 2.91 -0.87 3.92
H 2.54 -2.36 4.77
H 4.27 -2.02 2.27
H 4.88 -2.69 5.12
H 6.01 -2.14 3.87
C -2.97 -1.18 6.57
C -3.24 -1.20 5.07
C -2.76 0.05 4.31
O -1.72 -0.39 3.47
C -1.49 -1.72 3.66
O -0.60 -2.33 3.18
O -2.38 -2.22 4.52
H -1.89 -1.07 6.71
H -3.19 -2.09 7.11
H -3.54 -0.34 6.98
H -4.26 -1.42 4.75
H -2.43 0.80 5.03
H -3.55 0.54 3.74
C 2.96 4.60 3.83
C 1.71 3.84 4.25
C 0.89 3.23 3.09
O 0.56 1.93 3.60
C 1.38 1.64 4.65
O 1.39 0.61 5.23
O 2.12 2.70 4.99
H 3.73 4.63 4.59
H 2.75 5.62 3.52
H 3.42 4.15 2.94
H 1.11 4.51 4.86
H 1.38 3.18 2.12
H -0.01 3.83 3.01
C -2.80 -5.08 -4.21
C -1.78 -4.19 -3.52
C -2.30 -2.77 -3.28
O -2.10 -2.59 -1.87
C -1.57 -3.71 -1.32
O -1.28 -3.79 -0.17
O -1.48 -4.69 -2.22
H -2.34 -5.95 -4.68
H -3.22 -4.57 -5.09
H -3.63 -5.40 -3.59
H -0.92 -4.06 -4.19
H -3.38 -2.69 -3.41
H -1.80 -2.00 -3.86
C 1.75 2.73 -3.24
C 2.88 1.87 -3.69
C 2.44 0.44 -4.02
O 2.93 0.23 -5.34
C 3.43 1.36 -5.85
O 3.81 1.46 -6.97
O 3.45 2.35 -4.92
H 1.87 3.77 -3.55
H 1.71 2.84 -2.15
H 0.77 2.40 -3.57
H 3.66 1.86 -2.93
H 1.35 0.41 -4.04
H 2.90 -0.23 -3.30
C 1.63 -0.11 0.68
C 0.57 -0.55 -0.31
C -0.84 -0.45 0.29
O -1.59 0.26 -0.71
C -0.77 0.68 -1.67
O -1.17 1.14 -2.71
O 0.49 0.34 -1.43
H 2.58 -0.01 0.15
H 1.65 -0.77 1.54
H 1.46 0.89 1.08
H 0.73 -1.59 -0.63
H -0.87 0.10 1.23
H -1.34 -1.41 0.43

***

(two)
91
Properties=species:S:1:pos:R:3 method="wB97M-V/def2-TZVPD" gap_ev=8.02 charge=0 lumo_ev=-0.3 homo_ev=-8.29
C -0.23 0.25 -3.77
C -0.99 1.55 -4.09
C -2.44 1.44 -3.64
O -2.62 2.59 -2.93
C -1.44 3.15 -2.64
O -1.27 4.17 -1.97
O -0.45 2.51 -3.18
H -0.71 -0.64 -4.18
H -0.18 0.07 -2.70
H 0.75 0.33 -4.24
H -0.84 1.94 -5.10
H -2.59 0.59 -2.97
H -3.09 1.33 -4.51
C -2.77 -3.05 3.66
C -2.83 -2.78 2.17
C -2.57 -1.32 1.84
O -1.22 -1.37 1.37
C -0.94 -2.60 0.98
O 0.11 -2.87 0.36
O -1.83 -3.46 1.46
H -2.79 -4.08 4.02
H -3.65 -2.61 4.13
H -1.94 -2.60 4.20
H -3.80 -3.07 1.77
H -2.69 -0.68 2.72
H -3.21 -0.95 1.05
C 0.73 -3.85 3.41
C 1.58 -2.61 3.24
C 1.81 -2.37 1.78
O 1.12 -1.16 1.46
C 0.63 -0.66 2.57
O 0.12 0.44 2.67
O 0.76 -1.50 3.61
H -0.23 -3.80 2.89
H 0.40 -3.88 4.45
H 1.27 -4.77 3.20
H 2.52 -2.59 3.78
H 1.54 -3.22 1.16
H 2.90 -2.27 1.70
C 0.79 2.80 -0.92
C 1.60 3.77 -1.80
C 0.85 4.82 -2.59
O 1.51 6.05 -2.27
C 2.37 5.89 -1.26
O 2.92 6.83 -0.67
O 2.37 4.58 -0.91
H 0.05 2.18 -1.43
H 0.27 3.35 -0.13
H 1.47 2.15 -0.37
H 2.27 3.26 -2.50
H -0.22 4.79 -2.39
H 1.04 4.54 -3.63
C 1.00 1.45 0.69
C -0.22 0.54 0.53
C -1.39 0.87 1.40
O -2.49 0.82 0.51
C -2.09 0.74 -0.71
O -2.84 0.64 -1.70
O -0.77 0.82 -0.72
H 1.71 1.27 -0.12
H 1.42 1.29 1.68
H 0.62 2.46 0.62
H 0.03 -0.51 0.68
H -1.26 1.85 1.86
H -1.35 0.17 2.23
C 2.71 0.43 0.77
C 3.92 -0.22 1.46
C 5.30 -0.02 0.85
O 6.09 0.42 1.94
C 5.28 0.79 2.97
O 5.64 1.36 3.99
O 4.02 0.52 2.69
H 2.75 1.52 0.73
H 1.89 0.20 1.46
H 2.49 -0.12 -0.14
H 3.79 -1.28 1.69
H 5.40 0.66 0.00
H 5.62 -1.00 0.48
C -2.82 -1.87 -0.30
C -2.94 -2.39 -1.69
C -2.95 -1.25 -2.67
O -2.03 -1.74 -3.63
C -1.47 -2.80 -3.30
O -0.68 -3.39 -4.00
O -1.83 -3.16 -2.08
H -3.10 -2.59 0.46
H -3.51 -1.04 -0.14
H -1.80 -1.55 -0.12
H -3.78 -3.08 -1.79
H -2.65 -0.28 -2.29
H -3.93 -1.15 -3.15

***

Which of them is the most stable? Correct choice: (one).